[1]
The following is a DFT calculation (ωB97M-V with the def2-TZVPD basis set) of the molecule C18H17N3O3S.

Each line ends with the natural charge from an NBO analysis.
Geometry (Å):
C1 4.58 2.40 0.80  -0.63
C2 3.88 1.15 0.36  0.01
C3 3.05 1.15 -0.76  -0.22
C4 2.37 0.00 -1.14  -0.21
C5 2.55 -1.15 -0.40  -0.27
S1 1.62 -2.61 -0.83  2.27
O1 2.38 -3.79 -0.55  -0.92
O2 1.02 -2.44 -2.12  -0.94
N1 0.29 -2.62 0.25  -0.66
N2 -0.57 -1.56 -0.01  -0.46
C6 -0.37 -0.35 0.59  0.64
O3 0.43 -0.21 1.49  -0.62
C7 -1.21 0.75 0.04  -0.11
C8 -0.56 1.95 -0.24  -0.17
C9 -1.23 2.99 -0.85  -0.22
C10 -2.57 2.85 -1.17  -0.18
C11 -3.24 1.69 -0.85  -0.23
C12 -2.58 0.63 -0.24  0.17
N3 -3.29 -0.51 0.13  -0.37
C13 -4.27 -1.12 -0.60  -0.07
C14 -4.76 -2.18 0.10  -0.29
C15 -4.06 -2.21 1.33  -0.29
C16 -3.16 -1.19 1.32  -0.04
C17 3.38 -1.19 0.70  -0.19
C18 4.05 -0.04 1.07  -0.20
H1 4.06 2.82 1.66  0.23
H2 5.60 2.18 1.10  0.22
H3 4.59 3.14 0.01  0.22
H4 2.92 2.06 -1.32  0.21
H5 1.72 -0.01 -2.00  0.24
H6 0.59 -2.58 1.22  0.40
H7 -1.05 -1.66 -0.89  0.42
H8 0.49 2.03 0.01  0.23
H9 -0.71 3.91 -1.08  0.22
H10 -3.11 3.66 -1.65  0.22
H11 -4.30 1.59 -1.05  0.23
H12 -4.52 -0.76 -1.58  0.22
H13 -5.53 -2.85 -0.21  0.23
H14 -4.21 -2.92 2.13  0.23
H15 -2.47 -0.86 2.07  0.22
H16 3.50 -2.11 1.23  0.24
H17 4.70 -0.05 1.94  0.22

Output
- energy (hartree) = -1484.2741
- gap between HOMO and LUMO (Ha) = 0.3319
- total charge = 0
- largest force on an atom (eV Å⁻¹) = 0.83
- ΔE to the lowest compared entry with this formula, charge and spin (kcal per mole) = 68.38



[2]
The following is a DFT calculation (ωB97M-V with the def2-TZVPD basis set) of a structure of composition C18H17NS.

Each line ends with the natural charge from an NBO analysis.
Geometry (Å):
C1 -2.32 -1.68 -2.52  -0.21
C2 -2.35 -0.37 -2.95  -0.22
C3 -1.36 0.42 -2.54  -0.06
C4 -1.31 1.88 -2.79  -0.13
C5 -0.14 2.79 -2.43  -0.21
C6 0.75 2.32 -1.48  -0.23
C7 0.76 1.08 -1.03  -0.04
C8 -0.10 -0.09 -1.64  0.02
C9 -0.07 -1.47 -1.34  -0.27
C10 -1.14 -2.19 -1.83  -0.17
H1 -1.18 -3.46 -1.49  0.22
H2 0.75 -1.97 -0.75  0.24
C11 2.08 0.57 -0.35  -0.50
H3 1.61 -0.52 0.25  0.21
H4 2.95 0.28 -0.89  0.24
S1 2.31 1.77 1.12  0.18
C12 0.78 2.14 1.80  -0.55
H5 0.79 3.07 2.26  0.24
C13 0.45 0.90 2.87  -0.45
C14 0.03 -0.36 2.59  0.01
C15 -1.01 -0.67 1.93  -0.29
C16 -1.51 -1.95 1.68  0.07
N1 -0.64 -3.01 1.67  -0.41
C17 0.50 -2.66 2.31  -0.05
C18 1.14 -1.69 2.55  -0.19
H6 1.96 -1.30 3.00  0.23
H7 1.39 -3.37 2.24  0.18
H8 -2.40 -2.31 1.02  0.23
H9 -1.87 0.23 1.91  0.19
H10 -0.40 1.48 3.55  0.22
H11 1.35 0.85 3.60  0.21
H12 0.11 1.88 1.03  0.24
H13 1.44 2.89 -1.23  0.20
H14 -0.26 3.85 -2.61  0.21
H15 -2.12 2.27 -3.29  0.19
H16 -3.26 -0.15 -3.40  0.22
H17 -2.89 -2.48 -2.94  0.22

Output
- energy (hartree) = -1148.6215
- gap between HOMO and LUMO (Ha) = 0.2911
- total charge = 0
- largest force on an atom (eV Å⁻¹) = 17.04
- ΔE to the lowest compared entry with this formula, charge and spin (kcal per mole) = 217.90



What is the energy in the first record?
-1484.2741 hartree